Record 1
This record from OMol25 describes C40H33N5OS4Y as an isolated structure in a non-equilibrium geometry. The level of theory is ωB97M-V with the def2-TZVPD basis set.

Each line ends with the Löwdin charge.
Cartesian coordinates (Å):
1 Y 0.42540 0.37391 0.30532  1.48
2 C -1.80461 2.38255 -1.57565  -0.11
3 N -0.76423 1.38807 -1.91292  -0.20
4 C 0.31587 2.03857 -2.66728  -0.12
5 C 1.08706 3.02370 -1.81773  -0.28
6 C 1.96425 3.92356 -2.40275  -0.01
7 C 2.62929 4.82035 -1.58534  -0.04
8 C 2.38355 4.80336 -0.21887  -0.03
9 C 1.50685 3.86076 0.27869  -0.11
10 N 0.87394 2.97565 -0.50389  0.07
11 C -1.34151 0.30142 -2.70959  -0.12
12 C -0.45902 -0.92370 -2.76542  -0.25
13 C -0.62338 -1.84052 -3.78964  0.00
14 C 0.16167 -2.97908 -3.80930  -0.02
15 C 1.10675 -3.16152 -2.81253  -0.03
16 C 1.21491 -2.19841 -1.83352  -0.14
17 N 0.44928 -1.09762 -1.79909  0.04
18 C -2.46364 2.14357 -0.24210  -0.27
19 C -3.81325 2.39170 -0.06150  -0.01
20 C -4.36528 2.22981 1.20073  -0.03
21 C -3.54930 1.83345 2.24592  -0.03
22 C -2.21808 1.58817 1.97576  -0.12
23 N -1.67913 1.73694 0.76190  0.04
24 H -2.56378 2.42411 -2.36219  0.13
25 H -1.33973 3.36608 -1.53721  0.13
26 H -0.09291 2.56167 -3.54159  0.14
27 H 0.98904 1.26911 -3.05075  0.11
28 H 2.11387 3.92212 -3.47627  0.12
29 H 3.32856 5.53081 -2.00946  0.12
30 H 2.87603 5.49246 0.45360  0.12
31 H 1.31786 3.78026 1.34282  0.12
32 H -1.54669 0.63720 -3.73400  0.14
33 H -2.30554 0.02694 -2.27783  0.12
34 H -1.36164 -1.65607 -4.55998  0.12
35 H 0.03884 -3.71464 -4.59436  0.12
36 H 1.74161 -4.03499 -2.78093  0.12
37 H 1.92992 -2.30837 -1.02729  0.09
38 H -4.42264 2.69728 -0.90292  0.12
39 H -5.42197 2.40325 1.36266  0.12
40 H -3.93344 1.68499 3.24606  0.12
41 H -1.55337 1.23607 2.75275  0.06
42 S 4.03181 2.36186 2.69918  1.03
43 C 2.76599 2.18635 3.82532  -0.41
44 C 1.70304 1.52581 3.28261  -0.22
45 C 1.87385 1.14345 1.90901  -0.30
46 C 3.11306 1.54587 1.48173  -0.57
47 C 3.64748 1.34525 0.12902  -0.29
48 C 4.88996 1.84047 -0.27661  -0.02
49 C 5.33994 1.60351 -1.55688  -0.04
50 C 4.54254 0.87529 -2.43232  -0.05
51 C 3.32504 0.42956 -1.96857  -0.15
52 N 2.86803 0.65367 -0.72936  0.06
53 H 2.88146 2.55898 4.83347  0.07
54 H 0.81730 1.29998 3.86699  0.08
55 H 5.49605 2.40215 0.42298  0.10
56 H 6.30646 1.97684 -1.87314  0.12
57 H 4.85762 0.65128 -3.44248  0.11
58 H 2.67622 -0.14559 -2.61811  0.09
59 O -0.65317 -0.95541 1.38331  -0.39
60 C -1.23684 -2.20079 1.60762  -0.58
61 C -2.61734 -2.25242 0.96321  -0.44
62 C -3.09948 -1.39658 0.02498  -0.13
63 C -4.43164 -1.69479 -0.39116  -0.17
64 C -4.93045 -2.78473 0.25198  -0.40
65 S -3.79729 -3.43654 1.35251  1.09
66 C -0.31012 -3.26467 1.03713  -0.47
67 C -0.54278 -4.32948 0.22772  -0.11
68 C 0.63018 -5.12919 0.01608  -0.18
69 C 1.71886 -4.64087 0.66715  -0.40
70 S 1.33944 -3.21891 1.54093  1.07
71 C -1.36394 -2.44929 3.11009  -0.50
72 C -1.43429 -3.62725 3.78508  -0.13
73 C -1.62272 -3.45066 5.19183  -0.17
74 C -1.69235 -2.14016 5.54446  -0.40
75 S -1.52934 -1.12122 4.18126  1.07
76 H -2.53124 -0.54290 -0.30667  0.07
77 H -4.99516 -1.11374 -1.11056  0.10
78 H -5.90913 -3.23203 0.15416  0.07
79 H -1.51562 -4.55459 -0.19411  0.11
80 H 0.64602 -6.03094 -0.58390  0.11
81 H 2.72145 -5.04483 0.69154  0.07
82 H -1.33059 -4.59319 3.30316  0.12
83 H -1.67989 -4.26475 5.90220  0.11
84 H -1.79985 -1.71780 6.53284  0.07

Summary:
Strongest force on any atom   0.0379 Eh/bohr
HOMO-LUMO gap   8.12 eV
Multiplicity   1
Charge   +1
Total energy   -95896.8175 eV
ΔE to the lowest compared entry with this formula, charge and spin   55.2 kJ/mol
Highest occupied orbital energy   -10.3 eV

Record 2
This record from OMol25 describes C40H34BBrN6O7SV as an isolated structure in a non-equilibrium geometry. The level of theory is ωB97M-V with the def2-TZVPD basis set.

Each line ends with the Löwdin charge.
Cartesian coordinates (Å):
1 V 0.36154 -1.45440 -0.68458  0.94
2 C -7.07261 -1.03634 1.57853  -0.06
3 C -5.59506 -1.27079 1.65153  -0.28
4 C -4.80688 -0.90214 0.55205  -0.03
5 C -3.52610 -1.45430 0.33142  -0.04
6 C -3.00121 -2.27081 1.32414  -0.26
7 C -3.72510 -2.58600 2.46967  -0.06
8 C -4.98434 -2.01595 2.66482  -0.03
9 S -1.40829 -3.09524 1.26817  0.58
10 O -1.72800 -4.49901 1.44920  -0.31
11 O -0.57679 -2.44734 2.22918  -0.30
12 N -0.68176 -2.94926 -0.17928  -0.33
13 C -1.23458 -3.70705 -1.31975  -0.16
14 C -1.07800 -2.93540 -2.65176  -0.64
15 O -1.04248 -3.56582 -3.72584  0.00
16 O -0.97830 -1.66492 -2.42807  -0.12
17 H -7.23138 -0.09040 1.03299  0.06
18 H -7.54648 -0.89684 2.56803  0.08
19 H -7.63190 -1.87143 1.07029  0.10
20 H -5.18534 -0.20839 -0.19753  0.12
21 H -3.02899 -1.22604 -0.61653  0.11
22 H -3.33086 -3.37228 3.13735  0.12
23 H -5.46744 -2.19462 3.62761  0.11
24 H -2.33758 -3.81534 -1.11799  0.13
25 H -0.74608 -4.71061 -1.31382  0.12
26 Br 8.90694 2.79477 0.14724  0.70
27 C 9.09308 1.67745 -1.34900  -0.73
28 C 8.87410 0.26253 -1.23270  -0.14
29 C 8.24825 -0.44416 -2.22741  -0.05
30 C 7.84242 0.33239 -3.37568  -0.26
31 C 8.60526 1.50682 -3.68924  -0.05
32 C 9.24561 2.17856 -2.64276  -0.16
33 N 6.51486 0.23755 -3.79979  0.02
34 N 5.92333 -0.88916 -3.49429  0.07
35 C 4.57757 -0.74522 -3.61044  -0.26
36 C 4.00049 0.48319 -3.97846  0.00
37 C 2.72844 0.67771 -3.51944  0.00
38 C 2.20591 -0.15115 -2.49369  -0.32
39 O 1.55688 0.42242 -1.55653  -0.04
40 C 2.62824 -1.52382 -2.34867  -0.12
41 N 1.97113 -2.41792 -1.56292  0.04
42 C 2.48274 -3.63316 -1.38607  -0.11
43 C 3.57966 -4.05120 -2.09411  -0.03
44 C 4.29524 -3.14687 -2.91093  0.04
45 C 3.87567 -1.79840 -2.93860  -0.09
46 H 9.29883 -0.22989 -0.38635  0.09
47 H 7.85864 -1.46265 -2.16757  0.10
48 H 8.53362 1.98910 -4.66471  0.10
49 H 9.85236 3.05267 -2.89831  0.11
50 H 4.58778 1.17756 -4.56609  0.11
51 H 2.16934 1.56013 -3.79801  0.12
52 H 2.01342 -4.34133 -0.73547  0.11
53 H 3.93319 -5.08270 -2.00259  0.11
54 H 5.22086 -3.41845 -3.39110  0.11
55 N 4.39424 -3.93539 3.98320  0.15
56 C 3.91072 -3.15554 3.27164  -0.18
57 C 3.36454 -2.14064 2.41422  -0.18
58 C 3.89510 -0.83304 2.45644  0.01
59 C 3.15700 0.21634 1.91248  -0.01
60 C 1.99300 -0.06593 1.23399  -0.12
61 N 1.56124 -1.31289 1.11234  -0.02
62 C 2.20833 -2.35249 1.63613  -0.05
63 H 4.89375 -0.66085 2.87841  0.13
64 H 3.44516 1.26399 2.08359  0.12
65 H 1.35590 0.67608 0.82967  0.07
66 H 1.75207 -3.35633 1.55400  0.14
67 C -5.66891 5.53601 2.25998  -0.06
68 C -5.54361 4.30771 1.33806  -0.58
69 C -6.72037 3.39034 1.65688  -0.07
70 C -5.66919 4.74522 -0.11819  -0.07
71 C -4.26981 3.51091 1.52367  -0.20
72 C -3.76870 3.31248 2.81692  -0.03
73 C -2.69404 2.44234 3.08848  0.01
74 C -2.18488 1.68622 2.04216  -0.17
75 O -1.11019 0.79998 1.94823  0.09
76 B -0.99061 0.40036 0.57231  -0.36
77 O -1.88781 1.22693 -0.13263  0.09
78 C -2.71658 1.89715 0.72822  -0.19
79 C -3.66020 2.85305 0.45931  0.04
80 H -6.61864 6.02157 2.02520  0.08
81 H -4.79128 6.22763 2.15466  0.10
82 H -5.70601 5.19992 3.34112  0.08
83 H -7.68260 3.82119 1.31432  0.08
84 H -6.90321 3.18885 2.75263  0.10
85 H -6.68716 2.35336 1.16840  0.10
86 H -6.65698 5.21782 -0.30967  0.09
87 H -5.58705 3.91884 -0.84331  0.08
88 H -4.92511 5.52374 -0.34085  0.09
89 H -4.25713 3.87404 3.62233  0.10
90 H -2.31997 2.35834 4.08701  0.10
91 H -3.95085 3.06667 -0.56747  0.11

Summary:
Strongest force on any atom   0.0660 Eh/bohr
HOMO-LUMO gap (spin up / spin down)   5.75 / 5.74 eV
Multiplicity   3
Charge   -1
Total energy   -172547.3046 eV
⟨S²⟩   2.041
ΔE to the lowest compared entry with this formula, charge and spin   415.2 kJ/mol
Highest occupied orbital energy (spin up / spin down)   -4.7 / -4.7 eV